Arrangement w

{
  "formula": "C3H3F2N",
  "method": "wB97M-V/def2-TZVPD",
  "species": ["F", "F", "N", "C", "C", "C", "H", "H", "H"],
  "positions_angstrom": [[-0.6587, -3.2294, 1.3330], [1.3462, -3.6102, 0.7622], [-1.1807, 2.0764, -0.5604], [0.1802, -1.8152, -0.2577], [0.2894, -2.8013, 0.5929], [-1.5733, 2.1954, 0.5103], [-1.9774, 2.5314, 1.4062], [-0.7216, -1.4098, -0.4039], [1.1346, -1.3419, -0.6206]],
  "mulliken_charge": [-0.21, -0.22, -0.33, -0.70, 0.55, 0.06, 0.28, 0.35, 0.22],
  "homo_energy_ev": -9.937,
  "gap_ev": 10.78,
  "smiles": "C=C(F)F.C#N"
}

Arrangement x

{
  "formula": "C3H3F2N",
  "method": "wB97M-V/def2-TZVPD",
  "species": ["F", "F", "N", "C", "C", "C", "H", "H", "H"],
  "positions_angstrom": [[-2.0875, -1.1167, 0.1038], [-2.0683, 1.0413, -0.1413], [0.8825, 0.0689, 0.6633], [0.1945, 0.0905, -0.6715], [-1.1247, -0.1270, 0.1577], [-0.2243, 0.0104, 1.3082], [-0.4142, 0.0856, 2.3311], [0.4803, -0.7594, -1.2959], [0.0787, 0.9914, -1.2175]],
  "mulliken_charge": [-0.27, -0.35, -0.43, -0.63, 1.06, -0.35, 0.39, 0.27, 0.30],
  "homo_energy_ev": -11.299,
  "gap_ev": 11.46
}

What is the stability order? It is arrangement w, arrangement x, from most stable to least stable.

Arrangement w

{
  "formula": "C3H12O4",
  "method": "wB97M-V/def2-TZVPD",
  "species": ["O", "O", "O", "O", "C", "C", "C", "H", "H", "H", "H", "H", "H", "H", "H", "H", "H", "H", "H"],
  "positions_angstrom": [[-1.7703, -1.4519, -0.9839], [2.8322, 0.2840, -0.1013], [-0.0294, 0.8298, -0.9988], [0.9385, -1.9710, -0.7321], [-0.7964, 1.4144, -0.2604], [-0.5745, 1.5519, 1.2193], [-1.0617, 0.2947, 1.9197], [-1.8230, 1.4114, -0.6717], [-1.0170, 0.4270, 2.9659], [1.6243, -1.2961, -0.8432], [-2.1851, -2.3178, -1.0550], [-1.1114, 2.4459, 1.5516], [-0.4071, -0.5534, 1.7369], [1.9146, 0.4920, -0.3360], [1.4222, -2.8010, -0.6636], [0.4785, 1.7678, 1.4156], [-2.0555, 0.0320, 1.6150], [2.8533, 0.3494, 0.8595], [-0.8556, -1.6514, -0.7177]],
  "mulliken_charge": [-0.60, -0.70, -0.47, -0.59, -0.01, -0.28, -1.09, 0.35, 0.39, 0.31, 0.31, 0.29, 0.24, 0.35, 0.27, 0.23, 0.34, 0.33, 0.33],
  "homo_energy_ev": -9.941,
  "gap_ev": 10.61,
  "smiles": "CCC=O.O.O.O"
}

Arrangement x

{
  "formula": "C3H12O4",
  "method": "wB97M-V/def2-TZVPD",
  "species": ["O", "O", "O", "O", "C", "C", "C", "H", "H", "H", "H", "H", "H", "H", "H", "H", "H", "H", "H"],
  "positions_angstrom": [[-0.9576, -0.0979, -1.9725], [-0.6944, -1.1677, 1.4065], [-3.1052, 2.2323, -1.0063], [1.5171, -2.2028, -2.5029], [-0.0065, -0.1328, 1.4640], [1.9234, 1.2927, 1.9102], [1.3733, -0.1214, 2.0470], [2.3766, 1.5190, 1.0121], [-0.5540, 0.7622, 0.8478], [-2.4385, 1.8683, -1.7101], [2.0095, -0.8230, 1.4759], [-1.6550, -0.6384, -2.0099], [2.6902, 1.5720, 2.7625], [-2.8134, 3.2101, -0.5945], [2.2976, -2.5365, -2.9179], [2.0857, -2.2199, -1.6423], [0.9945, 2.0005, 2.0759], [-0.2535, -0.6013, -2.3106], [1.4404, -0.4546, 3.0860]],
  "mulliken_charge": [-0.56, -0.51, -0.68, -0.60, 0.07, -1.05, 0.07, 0.32, 0.14, 0.34, 0.16, 0.30, 0.27, 0.32, 0.31, 0.30, 0.27, 0.26, 0.27],
  "homo_energy_ev": -9.577,
  "gap_ev": 9.86,
  "smiles": "CCC=O.O.O.O"
}

Arrangement y

{
  "formula": "C3H12O4",
  "method": "wB97M-V/def2-TZVPD",
  "species": ["O", "O", "O", "O", "C", "C", "C", "H", "H", "H", "H", "H", "H", "H", "H", "H", "H", "H", "H"],
  "positions_angstrom": [[1.8638, 0.1791, -0.7384], [4.8516, 1.4683, -1.7442], [-2.6935, -1.6742, -0.3338], [-3.0517, 1.2664, 3.4551], [-0.3678, -0.7677, -0.6058], [-1.6194, -0.9677, 0.2750], [0.6752, 0.1297, 0.0465], [-2.3432, -1.9448, -1.1870], [0.9699, -0.3173, 1.0416], [2.1963, -0.7071, -0.9194], [-1.2832, -1.5191, 1.1558], [-0.6144, -0.3539, -1.5973], [0.3031, 1.1426, 0.1224], [5.0476, 2.4022, -1.8798], [-3.1983, 1.6117, 2.5680], [-1.8970, 0.0520, 0.5594], [-3.6641, 0.5277, 3.5172], [4.7328, 1.1301, -2.6368], [0.0923, -1.6581, -1.0987]],
  "mulliken_charge": [-0.49, -0.61, -0.50, -0.64, -0.76, -0.18, -0.46, 0.32, 0.26, 0.27, 0.26, 0.37, 0.30, 0.30, 0.31, 0.14, 0.32, 0.31, 0.46],
  "homo_energy_ev": -10.249,
  "gap_ev": 10.98,
  "smiles": "OCCCO.O.O"
}

Arrangement z

{
  "formula": "C3H12O4",
  "method": "wB97M-V/def2-TZVPD",
  "species": ["O", "O", "O", "O", "C", "C", "C", "H", "H", "H", "H", "H", "H", "H", "H", "H", "H", "H", "H"],
  "positions_angstrom": [[-2.1207, 0.0161, -1.5514], [-1.5343, 0.0286, 1.2374], [2.5706, 1.4405, 0.2873], [0.1290, 1.6857, -1.1510], [1.1650, -1.6875, -0.1455], [0.0345, -1.7361, 0.8737], [-0.3977, -0.3717, 1.3192], [1.7740, 1.5087, -0.2602], [-2.1642, -0.1942, -0.5965], [-0.5927, 1.0935, -1.3641], [0.8975, -1.0737, -1.0043], [1.4062, -2.6826, -0.5111], [-2.8130, -0.4998, -1.9800], [0.3519, -2.2728, 1.7738], [3.2347, 1.9880, -0.1467], [-0.8562, -2.2497, 0.5080], [-0.2330, 2.5762, -1.2809], [0.3590, 0.3054, 1.7425], [2.0694, -1.2744, 0.2945]],
  "mulliken_charge": [-0.69, -0.58, -0.62, -0.61, -1.03, -0.22, -0.04, 0.38, 0.36, 0.33, 0.25, 0.35, 0.30, 0.32, 0.30, 0.27, 0.27, 0.35, 0.30],
  "homo_energy_ev": -10.027,
  "gap_ev": 10.74,
  "smiles": "CCC=O.O.O.O"
}

What is the stability order? It is arrangement z, arrangement w, arrangement y, arrangement x, from most stable to least stable.

Arrangement w

{
  "formula": "C4H10S",
  "method": "wB97M-V/def2-TZVPD",
  "species": ["S", "C", "C", "C", "C", "H", "H", "H", "H", "H", "H", "H", "H", "H", "H"],
  "positions_angstrom": [[0.7464, 0.5878, 0.4677], [-1.8943, 0.6344, -0.0659], [1.4668, -0.9185, 1.2763], [-0.3983, -0.4086, -1.7806], [-0.6307, -0.2604, -0.3433], [-0.0834, 0.4874, -2.3442], [-1.2267, -0.8973, -2.4007], [-0.7763, -1.2292, 0.1076], [2.4275, -0.6119, 1.5623], [0.4028, -1.1065, -1.8868], [0.9317, -1.1093, 2.1856], [-2.7454, 0.2844, -0.6357], [1.5414, -1.7934, 0.7321], [-2.0724, 0.6493, 1.0345], [-1.6031, 1.6398, -0.3573]],
  "mulliken_charge": [-0.05, -1.34, -0.99, -1.28, 0.27, 0.31, 0.32, 0.32, 0.37, 0.36, 0.31, 0.39, 0.33, 0.32, 0.36],
  "homo_energy_ev": -8.531,
  "gap_ev": 9.56,
  "smiles": "CSC(C)C"
}

Arrangement x

{
  "formula": "C4H10S",
  "method": "wB97M-V/def2-TZVPD",
  "species": ["S", "C", "C", "C", "C", "H", "H", "H", "H", "H", "H", "H", "H", "H", "H"],
  "positions_angstrom": [[-0.6696, 1.5678, -0.8567], [-0.5038, -0.8857, -2.1319], [0.9212, -0.0610, 2.2063], [-0.1519, 0.5238, 2.7177], [0.3822, 0.2265, -1.5647], [-1.3674, -1.1127, -1.5142], [1.4389, 0.4692, 1.4211], [1.0288, 0.6584, -2.3195], [1.2647, -1.0377, 2.5177], [-0.6618, 0.1555, 3.5990], [0.0708, -1.8051, -2.2825], [-1.3459, 0.6775, -0.1253], [-0.8439, -0.5882, -3.1172], [1.0083, -0.1686, -0.7705], [-0.5706, 1.3804, 2.2208]],
  "mulliken_charge": [-0.19, -1.02, -0.47, -0.49, -0.29, 0.34, 0.27, 0.36, 0.24, 0.24, 0.30, 0.08, 0.27, 0.14, 0.23],
  "homo_energy_ev": -9.031,
  "gap_ev": 10.06,
  "smiles": "C=C.CCS"
}

What is the stability order? It is arrangement w, arrangement x, from most stable to least stable.

Arrangement w

{
  "formula": "C4H10S",
  "method": "wB97M-V/def2-TZVPD",
  "species": ["S", "C", "C", "C", "C", "H", "H", "H", "H", "H", "H", "H", "H", "H", "H"],
  "positions_angstrom": [[4.6739, 1.0117, -1.5598], [-2.0842, -1.8433, -0.4410], [4.7315, 2.4556, -0.4261], [-3.1073, -1.0648, -0.0652], [-3.9667, -0.9802, 1.1654], [-4.3219, 0.0168, 1.3972], [-4.9335, -1.5056, 1.1596], [-1.6342, -2.4045, 0.3909], [4.1798, 3.3046, -0.8309], [-2.0555, -2.2991, -1.4195], [-3.3958, -1.3558, 2.0242], [5.7581, 2.8296, -0.3842], [5.2511, 0.1560, -0.6658], [4.3839, 2.1233, 0.5448], [-3.4792, -0.4445, -0.8895]],
  "mulliken_charge": [-0.19, -0.65, -0.71, 0.05, -0.94, 0.29, 0.25, 0.23, 0.26, 0.25, 0.27, 0.27, 0.11, 0.26, 0.25],
  "homo_energy_ev": -9.013,
  "gap_ev": 10.05,
  "smiles": "C=CC.CS"
}

Arrangement x

{
  "formula": "C4H10S",
  "method": "wB97M-V/def2-TZVPD",
  "species": ["S", "C", "C", "C", "C", "H", "H", "H", "H", "H", "H", "H", "H", "H", "H"],
  "positions_angstrom": [[0.8836, 0.6199, 0.5350], [-0.1627, -0.5394, -0.4166], [-1.5913, -0.1386, -0.2096], [-2.4127, 0.0627, -1.5340], [2.3914, -0.4095, 1.1362], [-1.6475, 0.7549, 0.4557], [2.7366, -0.9389, 0.2633], [2.1085, -1.2479, 1.8583], [-2.2853, -0.7511, -2.0842], [-0.1086, -1.5636, -0.0249], [-2.1814, -0.8349, 0.3832], [3.1265, 0.2300, 1.5311], [-1.9774, 0.9135, -2.0821], [-3.5097, 0.1931, -1.3427], [0.2515, -0.5244, -1.3732]],
  "mulliken_charge": [-0.13, -0.62, -0.49, -1.24, -0.83, 0.32, 0.27, 0.25, 0.41, 0.31, 0.33, 0.33, 0.30, 0.32, 0.47],
  "homo_energy_ev": -8.442,
  "gap_ev": 9.55,
  "smiles": "CCCSC"
}

What is the stability order? It is arrangement x, arrangement w, from most stable to least stable.

Arrangement w

{
  "formula": "H2O2Tl",
  "method": "wB97M-V/def2-TZVPD",
  "species": ["Tl", "O", "O", "H", "H"],
  "positions_angstrom": [[-0.1371, -0.7951, 0.0470], [-0.4013, 0.5475, 1.5345], [0.1516, -0.4866, -2.0936], [-0.5885, 0.7109, 2.4794], [0.9753, 0.0233, -1.9673]],
  "mulliken_charge": [1.31, -0.55, -0.49, 0.37, 0.36],
  "homo_energy_ev": -17.404,
  "gap_ev": 8.36,
  "charge": 1
}

Arrangement x

{
  "formula": "H2O2Tl",
  "method": "wB97M-V/def2-TZVPD",
  "species": ["Tl", "O", "O", "H", "H"],
  "positions_angstrom": [[20.0371, 4.8578, 4.2342], [22.3445, 5.9957, 3.2713], [17.3778, 4.6628, 4.9084], [17.3060, 5.4096, 4.2814], [23.2065, 5.5692, 3.0968]],
  "mulliken_charge": [1.12, -0.41, -0.41, 0.36, 0.34],
  "homo_energy_ev": -15.593,
  "gap_ev": 4.79,
  "charge": 1
}

What is the stability order? It is arrangement w, arrangement x, from most stable to least stable.

Arrangement w

{
  "formula": "C4H10NOS",
  "method": "wB97M-V/def2-TZVPD",
  "species": ["S", "O", "N", "C", "C", "C", "C", "H", "H", "H", "H", "H", "H", "H", "H", "H", "H"],
  "positions_angstrom": [[0.6550, -0.8569, -2.8372], [0.2083, -0.7724, 2.9026], [1.1702, 0.7019, 0.6884], [-0.5574, -0.5782, -0.4405], [-0.6394, -0.3100, 2.1987], [-0.2335, 0.3526, 0.8397], [-0.6298, -0.0306, -1.7867], [-1.6894, -0.0751, 2.5013], [-0.8320, 1.2965, 0.6484], [-1.6111, -0.8540, -0.0768], [1.3504, 0.8737, -0.3387], [1.7226, 1.5187, 1.0527], [-0.6631, 1.0871, -1.8236], [1.7030, -0.1504, 1.0538], [0.1039, -1.5944, -0.3426], [-1.6653, -0.2860, -2.1702], [1.6074, -0.3225, -2.0692]],
  "mulliken_charge": [-0.08, -0.41, -0.31, -0.71, -0.03, -0.08, -0.74, 0.37, 0.39, 0.32, 0.27, 0.36, 0.38, 0.43, 0.36, 0.37, 0.11],
  "homo_energy_ev": -13.149,
  "gap_ev": 9.21,
  "smiles": "[NH3+][C@H](C=O)CCS",
  "charge": 1
}

Arrangement x

{
  "formula": "C4H10NOS",
  "method": "wB97M-V/def2-TZVPD",
  "species": ["S", "O", "N", "C", "C", "C", "C", "H", "H", "H", "H", "H", "H", "H", "H", "H", "H"],
  "positions_angstrom": [[1.7034, -1.1735, -0.0973], [-0.8683, -1.1410, -0.5734], [0.1906, 0.9282, 0.9224], [1.6073, 0.3727, -0.9969], [0.0653, -1.1091, 0.3728], [1.2989, 1.3900, 0.1753], [-2.2642, -1.2267, -0.2714], [2.2816, 1.6600, 0.6045], [0.7806, 0.4574, -1.6707], [-2.2686, -1.0847, 0.7596], [0.8844, 2.2907, -0.2763], [2.6165, 0.6701, -1.3873], [-2.6338, -2.2441, -0.5867], [-0.7593, 1.2915, 0.7548], [0.3628, 1.1884, 1.8808], [-2.7753, -0.5236, -0.8427], [-0.2220, -1.7463, 1.2325]],
  "mulliken_charge": [-0.04, -0.26, -0.40, -0.57, 0.10, -0.53, -0.70, 0.37, 0.33, 0.43, 0.30, 0.40, 0.25, 0.34, 0.26, 0.28, 0.43],
  "homo_energy_ev": -14.042,
  "gap_ev": 9.93,
  "charge": 1
}

What is the stability order? It is arrangement x, arrangement w, from most stable to least stable.